C32H73ClO12P4 | ωB97M-V/def2-TZVPD

Results
E = -3991.53229 Eh
Highest occupied orbital energy = -8.77 eV
Lowest unoccupied orbital energy = -1.73 eV
ΔE to the lowest compared entry with this formula, charge and spin = 61.1 kcal per mole
2S+1 = 1

Last column: Löwdin charge in e.
Cartesian coordinates (Å):
C (2.901, 2.542, 0.421)  -0.112
C (2.499, 3.895, 1.054)  -0.242
C (1.146, 4.380, 0.445)  -0.211
C (-0.075, 4.130, 1.339)  -0.210
C (-0.272, 2.666, 1.777)  -0.198
C (0.507, 2.271, 3.059)  -0.202
C (-0.299, 1.255, 3.896)  -0.191
C (0.029, -0.205, 3.468)  -0.196
C (-1.098, -0.869, 2.659)  -0.205
C (-0.459, -1.836, 1.651)  -0.230
C (-1.479, -2.712, 0.895)  -0.204
C (-0.946, -2.996, -0.526)  -0.212
C (0.400, -3.754, -0.519)  -0.192
C (1.561, -2.927, -1.151)  -0.205
C (2.499, -3.821, -1.983)  -0.212
C (3.291, -3.031, -3.047)  -0.196
C (4.476, -2.312, -2.362)  -0.234
C (4.872, -0.987, -3.073)  -0.258
P (6.692, -0.620, -3.245)  0.850
C (8.153, -1.791, -3.077)  -0.232
C (7.867, -3.286, -3.075)  -0.792
O (8.319, -3.987, -2.197)  0.028
Cl (6.850, -4.068, -4.314)  0.716
C (6.572, -0.975, -5.153)  -0.389
P (5.896, 0.426, -6.108)  0.375
O (5.376, 0.051, -7.413)  -0.263
O (7.185, 1.394, -6.358)  -0.147
O (4.868, 1.303, -5.234)  -0.139
C (6.840, -0.034, -1.430)  -0.466
C (8.101, 0.883, -1.348)  -0.125
C (6.902, -1.179, -0.384)  -0.228
C (6.029, -0.895, 0.859)  -0.235
C (6.608, 0.315, 1.612)  -0.118
H (2.020, 1.907, 0.339)  0.054
H (3.318, 2.725, -0.571)  0.068
H (3.684, 2.075, 1.025)  0.060
H (3.259, 4.624, 0.760)  0.096
H (2.460, 3.864, 2.142)  0.090
H (1.059, 3.928, -0.546)  0.107
H (1.244, 5.463, 0.316)  0.100
H (-0.101, 4.802, 2.200)  0.111
H (-0.956, 4.380, 0.732)  0.102
H (-0.063, 1.964, 0.965)  0.105
H (-1.336, 2.551, 2.009)  0.089
H (0.799, 3.142, 3.650)  0.104
H (1.437, 1.790, 2.742)  0.086
H (-0.076, 1.395, 4.958)  0.100
H (-1.376, 1.399, 3.784)  0.095
H (0.267, -0.772, 4.371)  0.108
H (0.924, -0.216, 2.839)  0.095
H (-1.732, -0.154, 2.129)  0.107
H (-1.761, -1.466, 3.296)  0.113
H (0.072, -1.231, 0.904)  0.108
H (0.297, -2.454, 2.145)  0.113
H (-1.723, -3.634, 1.425)  0.113
H (-2.384, -2.109, 0.761)  0.108
H (-1.684, -3.658, -0.992)  0.102
H (-0.916, -2.055, -1.077)  0.104
H (0.708, -4.048, 0.486)  0.106
H (0.285, -4.651, -1.129)  0.096
H (1.136, -2.098, -1.722)  0.105
H (2.170, -2.509, -0.342)  0.099
H (1.936, -4.607, -2.492)  0.104
H (3.197, -4.290, -1.282)  0.119
H (3.697, -3.767, -3.746)  0.098
H (2.628, -2.314, -3.534)  0.112
H (5.279, -3.027, -2.191)  0.073
H (4.101, -2.045, -1.368)  0.089
H (4.440, -0.164, -2.497)  0.086
H (4.347, -0.953, -4.026)  0.066
H (7.033, 0.737, -3.610)  0.035
H (8.796, -1.606, -3.945)  0.099
H (8.790, -1.591, -2.220)  0.088
H (7.523, -1.192, -5.650)  0.058
H (5.906, -1.802, -5.401)  0.022
H (7.633, 1.579, -5.521)  0.050
H (5.308, 1.732, -4.489)  0.060
H (6.008, 0.617, -1.137)  0.092
H (8.484, 0.913, -0.330)  0.065
H (7.763, 1.900, -1.573)  0.072
H (8.858, 0.627, -2.094)  0.059
H (7.931, -1.199, -0.002)  0.108
H (6.724, -2.178, -0.788)  0.081
H (5.026, -0.625, 0.515)  0.094
H (6.045, -1.730, 1.559)  0.108
H (7.653, 0.154, 1.891)  0.075
H (6.057, 0.520, 2.534)  0.070
H (6.568, 1.227, 1.010)  0.062
C (-8.628, -0.030, 4.574)  -0.111
O (-7.683, -0.527, 3.605)  -0.249
P (-6.253, 0.333, 3.382)  0.613
O (-5.913, -0.444, 2.137)  -0.283
O (-5.569, -0.291, 4.707)  -0.263
C (-5.498, -1.708, 4.828)  -0.100
O (-4.986, 1.403, 3.229)  -0.240
C (-4.980, 2.225, 2.054)  -0.120
H (-9.427, -0.760, 4.668)  0.090
H (-8.150, 0.105, 5.549)  0.081
H (-9.052, 0.916, 4.237)  0.081
H (-5.604, -2.203, 3.863)  0.086
H (-6.285, -2.056, 5.499)  0.086
H (-4.531, -1.958, 5.260)  0.089
H (-5.970, 2.623, 1.838)  0.074
H (-4.621, 1.644, 1.205)  0.085
H (-4.300, 3.056, 2.234)  0.082
C (-12.016, -0.158, -2.004)  -0.109
O (-11.820, 0.226, -0.629)  -0.232
P (-10.545, 1.242, -0.292)  0.528
O (-10.508, 1.138, 1.192)  -0.261
O (-11.297, 2.563, -0.838)  -0.260
C (-12.466, 3.005, -0.156)  -0.104
O (-9.097, 1.906, -0.665)  -0.219
C (-7.936, 1.149, -0.271)  -0.099
H (-12.944, -0.720, -2.067)  0.087
H (-12.088, 0.723, -2.647)  0.085
H (-11.194, -0.790, -2.342)  0.083
H (-12.524, 2.602, 0.855)  0.083
H (-13.352, 2.699, -0.716)  0.085
H (-12.436, 4.092, -0.111)  0.088
H (-8.058, 0.092, -0.495)  0.091
H (-7.761, 1.279, 0.792)  0.054
H (-7.079, 1.529, -0.824)  0.091